[1]
Molecular formula: C29H29N4O21P2
Method: DFT, ωB97M-V with the def2-TZVPD basis set

```
85
Properties=species:S:1:pos:R:3:forces:R:3
C -3.052957 -3.181018 0.353107 -0.42 -0.45 -0.78
C -2.908288 -3.063554 -1.194148 -0.51 1.06 0.75
P -3.993449 -4.179715 -2.135803 0.93 -1.91 -0.36
C -3.687452 -3.754052 -3.918210 0.05 -0.02 0.80
N -5.682065 -3.666218 -1.837229 1.44 1.34 -0.01
C -6.299675 -2.630394 -1.203221 0.59 -1.73 -1.02
N -5.613380 -1.634576 -0.625001 -1.45 1.45 -0.09
P -6.394617 -0.358501 0.262548 0.72 0.30 1.14
O -6.362625 -0.663854 1.674231 -0.21 -0.27 0.36
O -7.812429 -0.072179 -0.329132 0.08 -0.10 -0.47
O -5.501758 0.923913 -0.089840 -0.28 -1.03 -0.55
N -7.612126 -2.806117 -1.260225 -1.07 1.02 0.66
C -7.859258 -3.906594 -1.945441 1.14 0.50 0.71
O -9.033219 -4.409725 -2.231922 0.50 -0.23 0.08
N -6.689408 -4.454156 -2.294170 -2.13 -0.97 -0.68
O -6.552724 -5.607568 -3.004672 0.54 0.36 0.35
H -3.901170 -3.825252 0.585171 -0.03 0.02 0.30
H -3.225653 -2.205093 0.790240 0.14 0.03 0.26
H -2.171378 -3.642113 0.780067 0.10 0.09 0.15
H -1.882554 -3.319256 -1.449327 -0.06 -0.27 -0.46
H -3.010301 -2.019064 -1.495936 0.21 0.04 -0.18
H -2.783160 -3.152518 -3.976154 -0.13 0.35 -0.12
H -3.451961 -4.693864 -4.407197 -0.22 -0.10 -0.17
H -4.540472 -3.271636 -4.385695 0.08 0.17 -0.16
H -4.608660 -1.570997 -0.645991 0.05 -0.55 -0.10
H -7.811504 0.623891 -0.998691 -0.17 0.03 -0.06
H -4.891937 0.757499 -0.818430 0.22 0.57 -0.08
H -9.649667 -4.115884 -1.542545 -0.22 0.13 -0.18
H -6.702418 -5.367121 -3.932189 0.07 -0.06 -0.14
C 0.654755 0.142900 0.070023 -0.28 -0.15 -0.11
C 1.574116 0.701863 0.872935 0.08 -0.17 -0.39
C 1.198438 1.341045 2.183197 -0.43 0.13 0.32
O 2.083584 1.810526 2.865637 0.24 -0.05 -0.17
C -0.209221 1.363708 2.557623 0.17 0.05 0.06
C -1.119740 0.806466 1.752290 -0.10 0.20 0.31
C -0.737314 0.148957 0.459011 0.45 0.07 -0.19
O -1.631339 -0.346951 -0.214902 -0.36 -0.08 0.00
O -2.420530 0.793731 2.033437 0.13 -0.18 -0.04
O 2.859813 0.728971 0.570495 -0.09 0.13 0.34
H 0.913161 -0.317710 -0.873092 0.05 0.02 0.00
H -0.473191 1.838715 3.491882 -0.02 -0.01 0.00
H -2.845417 0.332913 1.290094 -0.08 0.08 -0.06
H 3.305062 1.186329 1.312236 0.11 0.00 -0.01
C -3.858767 5.285678 0.656413 0.01 -0.21 -0.06
C -4.312348 6.333383 1.359922 0.25 0.02 -0.34
C -5.196242 6.155180 2.563244 -0.25 -0.38 0.29
O -5.554565 7.148157 3.163049 0.11 0.22 -0.16
C -5.578064 4.803163 2.941120 -0.02 0.20 0.03
C -5.127037 3.758234 2.235763 -0.21 -0.04 0.32
C -4.221856 3.937436 1.048625 0.26 0.39 -0.26
O -3.830732 2.942705 0.459674 -0.01 -0.07 0.11
O -5.448452 2.504106 2.537081 0.16 0.09 -0.24
O -4.015451 7.585311 1.048051 -0.17 -0.02 0.23
H -3.221055 5.402489 -0.208358 0.01 0.04 0.01
H -6.227307 4.686645 3.797199 0.01 -0.03 0.01
H -4.996689 1.942964 1.881609 0.01 -0.10 0.04
H -4.464502 8.143560 1.712236 0.01 0.07 0.02
C 5.182254 0.048950 -1.842381 -0.13 0.10 -0.01
C 6.254276 -0.752680 -1.803433 -0.42 -0.06 0.08
C 7.411024 -0.572758 -2.746499 0.17 0.26 -0.38
O 8.359269 -1.324135 -2.642972 -0.09 -0.17 0.19
C 7.329333 0.490828 -3.737404 0.07 -0.12 0.08
C 6.254561 1.289219 -3.776959 0.36 -0.01 -0.23
C 5.111762 1.125368 -2.816513 -0.10 -0.24 0.35
O 4.173692 1.897131 -2.897044 0.04 0.12 -0.21
O 6.125428 2.274158 -4.659844 -0.23 -0.01 0.16
O 6.367511 -1.751294 -0.929534 -0.18 0.24 -0.61
H 4.347776 -0.069936 -1.165998 0.02 0.01 0.02
H 8.158193 0.601624 -4.422020 -0.01 0.02 0.00
H 5.265780 2.694209 -4.470344 -0.02 0.06 -0.01
H 7.236461 -2.166172 -1.096774 0.11 -0.04 0.23
C 10.063128 -1.506985 2.206983 -0.13 -0.09 -0.16
C 10.487461 -0.695336 3.186022 0.18 -0.32 -0.17
C 9.655733 0.458838 3.673843 -0.44 0.23 -0.10
O 10.094358 1.142113 4.577089 0.25 -0.11 0.05
C 8.368809 0.698652 3.036157 0.11 0.07 0.13
C 7.949079 -0.111576 2.057596 -0.26 0.35 0.16
C 8.771235 -1.277213 1.588231 0.45 -0.19 0.10
O 8.307210 -1.972374 0.702441 0.25 -0.04 0.24
O 6.781622 0.050903 1.435914 0.19 -0.24 -0.09
O 11.657984 -0.851786 3.787726 -0.15 0.22 0.11
H 10.651101 -2.339859 1.848516 0.02 0.00 0.02
H 7.785491 1.539342 3.384194 -0.01 -0.01 0.00
H 6.719001 -0.674744 0.779757 -0.11 -0.04 -0.01
H 11.717619 -0.139247 4.452565 0.04 0.01 0.05
```
Forces are in eV/Å.

## Properties
HOMO energy: -10.8 eV
multiplicity: 1
net charge: +1
orbital gap: 0.2664 Eh

[2]
Molecular formula: C33H58BrFN3O34S7
Method: DFT, ωB97M-V with the def2-TZVPD basis set

```
137
Properties=species:S:1:pos:R:3:forces:R:3
C 0.180240 -4.728305 0.437442 0.42 -0.79 0.64
C -0.522950 -5.904180 1.155873 -0.17 0.36 -0.39
C -2.064589 -5.962326 0.979316 0.41 -0.62 1.30
C -2.724641 -6.728230 2.174467 -0.80 0.14 -0.97
C -2.732964 -4.612997 0.903589 0.41 -0.73 -0.17
C -2.592164 -3.575917 1.820899 0.07 0.74 0.45
Br -1.508561 -3.747165 3.368285 -0.18 -0.32 -0.34
C -3.276949 -2.359677 1.674074 0.67 -0.83 -0.90
C -3.121458 -1.282919 2.739076 -0.39 0.48 0.73
O -4.119913 -0.908994 3.276848 -0.68 -0.06 0.11
O -1.931071 -0.799094 3.131404 0.05 -0.45 -0.81
C -1.461451 0.322343 2.318117 0.30 0.31 0.07
O -0.106421 0.398909 2.431720 -0.38 -0.15 -0.23
C 0.603784 -0.410969 1.529007 0.40 0.00 -0.83
O 1.527247 0.415728 0.878559 0.26 -0.26 0.71
C 2.731450 -0.298352 0.581584 -0.52 0.35 -0.67
C 2.460242 -1.345818 -0.510770 1.31 -0.20 0.27
O 2.625626 -2.655406 0.035021 -0.63 -0.04 -0.34
C -4.144537 -2.196343 0.565065 0.27 0.36 1.11
C -4.891630 -0.876795 0.423070 -0.26 0.02 -1.15
C -4.070059 0.131634 -0.441423 -0.29 -0.29 0.50
C -3.835738 1.515728 0.123462 0.62 -0.09 0.26
N -4.871249 2.284192 0.647876 0.32 -0.20 0.04
O -2.704648 1.948705 0.043130 -0.10 0.45 -0.27
C -4.289690 -3.251869 -0.334005 -0.61 0.24 -0.61
C -5.256692 -3.219454 -1.541360 -0.53 0.46 0.24
N -5.111666 -2.090562 -2.422662 0.34 -0.39 0.17
C -3.742212 -1.878663 -2.878121 -0.61 0.27 -0.63
N -3.580946 -4.374290 -0.111902 0.06 0.77 0.56
F -3.771878 -5.379757 -0.990039 0.05 -0.02 -0.03
H -0.441153 -4.208265 -0.293124 0.07 0.03 -0.02
H 0.571354 -4.049398 1.195147 -0.22 0.35 -0.25
H 1.071614 -5.116347 -0.053005 -0.08 0.22 -0.25
H -0.141396 -6.853904 0.777060 -0.11 0.01 -0.03
H -0.277568 -5.899045 2.213554 0.05 0.06 -0.02
H -2.261430 -6.584154 0.112204 -0.13 0.53 -0.30
H -3.639002 -7.184334 1.780923 0.04 -0.14 0.20
H -3.057374 -6.048857 2.955503 0.37 -0.17 0.28
H -2.083618 -7.525219 2.541012 0.10 0.16 0.12
H -1.881550 1.252183 2.701378 -0.12 -0.17 0.20
H -1.806322 0.160462 1.293319 0.20 0.00 -0.06
H -0.057238 -0.829722 0.750230 -0.35 0.00 0.34
H 1.090120 -1.254184 2.032801 0.09 0.21 0.20
H 3.126051 -0.788150 1.474194 0.00 0.01 0.00
H 3.441739 0.452740 0.235633 -0.06 0.03 0.09
H 3.178718 -1.218526 -1.327165 -0.17 0.08 -0.08
H 1.462750 -1.221666 -0.932175 -0.04 -0.18 0.09
H 3.529863 -2.945549 -0.108983 -0.02 -0.02 0.14
H -5.849455 -1.094299 -0.051929 -0.04 0.15 0.08
H -5.130472 -0.424789 1.378132 0.11 -0.39 0.19
H -3.073019 -0.280382 -0.579018 0.05 0.19 -0.13
H -4.494668 0.278794 -1.435016 -0.08 0.03 0.05
H -5.251732 1.924263 1.516630 -0.40 -0.15 -0.26
H -4.496264 3.212841 0.808435 -0.12 0.02 0.15
H -6.259288 -3.172562 -1.102331 0.03 -0.11 -0.02
H -5.234619 -4.122084 -2.146959 0.35 -0.16 0.32
H -5.555397 -1.266570 -2.053774 0.07 0.11 -0.14
H -3.436198 -2.739910 -3.476326 0.18 -0.06 0.25
H -3.758729 -1.035163 -3.567193 0.20 0.06 0.12
H -3.036074 -1.665043 -2.071767 0.22 -0.22 -0.13
C 3.653332 -3.366133 5.308747 0.18 0.06 -0.06
C 2.311651 -2.822144 4.880947 -0.32 -0.27 0.31
O 2.260937 -3.064162 3.461963 0.36 -0.10 -0.13
S 3.061335 -4.416168 3.125649 0.07 0.43 0.63
O 2.126924 -5.483404 3.020729 0.06 -0.09 -0.27
O 4.004881 -4.140431 2.103480 -0.08 -0.20 -0.22
O 3.826483 -4.560300 4.512236 -0.44 -0.15 -0.06
H 4.458679 -2.688192 5.073634 0.09 -0.04 -0.05
H 3.686463 -3.610742 6.366621 0.03 -0.24 -0.07
H 2.205532 -1.764464 5.092922 0.04 0.07 -0.27
H 1.488947 -3.371686 5.346701 0.04 -0.01 0.03
C 1.915581 0.983495 -4.993632 -0.09 0.29 -0.33
C 0.608628 1.287485 -4.296160 0.15 0.12 0.40
O -0.268473 0.222960 -4.714356 0.08 -0.12 -0.45
S 0.573880 -1.117353 -4.932891 0.37 0.85 0.25
O 0.451066 -1.901962 -3.752892 -0.02 -0.40 -0.19
O 0.309385 -1.629050 -6.227930 -0.36 -0.30 0.12
O 2.027817 -0.451000 -4.944284 -0.19 -0.05 0.33
H 1.893701 1.288769 -6.041041 -0.01 0.01 0.01
H 2.765132 1.446262 -4.499927 0.07 -0.22 0.07
H 0.196583 2.253358 -4.572020 -0.17 -0.13 -0.07
H 0.713260 1.237160 -3.210609 0.01 0.05 -0.01
C -1.665420 4.610132 -1.211519 0.28 -0.27 0.33
C -0.971719 5.879274 -0.765583 -0.44 0.34 -0.11
O 0.183226 5.962318 -1.613451 0.12 -0.43 -0.06
S -0.160293 5.343871 -3.051264 -0.32 0.17 0.43
O -0.496130 6.396207 -3.933986 0.93 -1.00 -0.42
O 0.832290 4.371023 -3.366464 0.11 0.06 -0.11
O -1.505693 4.587746 -2.635647 0.09 0.30 -0.04
H -1.182345 3.724108 -0.800158 -0.05 0.00 0.05
H -2.720459 4.596969 -0.953223 -0.05 0.00 -0.25
H -0.675928 5.850678 0.279499 0.28 -0.03 -0.09
H -1.589911 6.761335 -0.942192 0.01 0.01 0.01
C 6.756593 1.654027 5.336220 0.10 0.41 -0.28
C 5.539210 2.258870 6.002384 0.15 -0.09 0.50
O 4.424698 1.670070 5.309046 0.18 -0.07 -0.31
S 4.808407 0.188642 4.856725 0.39 0.49 0.24
O 4.299130 -0.738788 5.808486 -0.08 0.30 -0.07
O 4.528970 0.051290 3.473478 -0.30 -0.21 -0.01
O 6.378205 0.294323 5.072377 -0.12 -0.02 0.23
H 6.976994 2.138533 4.383497 -0.01 0.01 0.01
H 7.638415 1.685696 5.969905 -0.02 -0.28 0.02
H 5.509080 3.341315 5.921502 -0.22 -0.03 -0.19
H 5.475380 1.970850 7.053355 0.03 0.02 0.00
C -4.419570 1.620950 -7.235019 0.43 0.00 -0.23
C -4.274488 0.299520 -6.511221 -0.43 -0.21 -0.13
O -3.825039 0.662893 -5.196223 0.15 0.30 -0.17
S -4.458958 2.080323 -4.789093 0.03 -0.14 -0.47
O -5.607652 1.839773 -3.986909 0.05 0.14 0.22
O -3.410108 2.931572 -4.367381 -0.02 -0.04 0.33
O -4.942297 2.521000 -6.245308 -0.16 -0.31 0.19
H -3.453281 2.002534 -7.569074 0.00 -0.02 0.00
H -5.096596 1.559100 -8.082281 -0.16 0.15 0.13
H -3.558289 -0.365105 -6.986584 0.18 0.06 0.20
H -5.235951 -0.209809 -6.415417 0.00 0.01 -0.04
C 8.802367 -3.054734 2.917761 0.42 -0.01 -0.22
C 8.864081 -4.387319 3.632526 -0.48 -0.17 -0.10
O 9.322247 -4.062933 4.952339 0.21 0.32 -0.13
S 8.772808 -2.619488 5.371419 -0.07 -0.23 -0.36
O 7.601941 -2.784301 6.156002 -0.02 0.21 0.12
O 9.865091 -1.829227 5.806072 -0.04 0.02 0.23
O 8.326420 -2.134367 3.908787 -0.16 -0.25 0.15
H 9.792882 -2.728639 2.594452 0.00 -0.03 -0.01
H 8.129844 -3.070810 2.064313 -0.16 0.14 0.13
H 9.544239 -5.087715 3.156567 0.16 0.03 0.21
H 7.874270 -4.841389 3.716513 0.00 0.01 -0.05
C -3.077018 11.401659 -3.418718 0.17 0.39 0.20
C -2.049726 11.233881 -4.517907 -0.31 -0.11 -0.37
O -1.080822 10.334218 -3.965627 -0.05 0.12 0.39
S -1.804570 9.300059 -2.980763 -0.16 0.33 -0.31
O -2.049410 8.090083 -3.672065 -0.82 0.69 0.36
O -1.124828 9.317035 -1.733947 0.07 -0.17 0.03
O -3.191574 10.101333 -2.829386 0.15 -0.14 -0.25
H -2.729941 12.097357 -2.652031 0.00 0.02 -0.03
H -4.041472 11.730953 -3.795884 -0.08 -0.22 0.05
H -1.579355 12.172173 -4.797667 0.22 -0.09 0.11
H -2.483890 10.766273 -5.404101 -0.03 0.04 0.00
```
Forces are in eV/Å.

## Properties
HOMO energy: -11.4 eV
multiplicity: 1
net charge: +1
orbital gap: 0.2751 Eh

[3]
Molecular formula: C21H28N4O6S
Method: DFT, ωB97M-V with the def2-TZVPD basis set

```
60
Properties=species:S:1:pos:R:3:forces:R:3
C 2.925156 3.181304 2.029296 -0.20 -0.17 -0.03
C 2.072878 2.144746 1.305745 0.18 0.29 0.63
N 2.061336 2.390533 -0.122509 -0.83 0.74 -0.43
C 2.652074 1.415230 -1.005209 0.23 -0.35 -0.55
C 4.174685 1.417398 -0.910771 -0.34 0.02 0.04
S 0.770424 3.271101 -0.663844 0.08 -0.18 -0.02
O 0.893392 3.412226 -2.085000 -0.02 -0.31 -0.03
O 0.671571 4.457192 0.136707 -0.12 -0.22 0.30
C -0.663125 2.257008 -0.293655 0.52 0.55 -0.04
C -1.583016 2.660986 0.662745 0.07 0.04 -0.10
C -2.668432 1.870992 0.959238 -0.09 -0.10 0.03
C -2.867636 0.621266 0.332513 0.30 0.16 -0.07
N -4.003052 -0.081968 0.551040 -0.13 -0.08 0.11
C -5.078493 0.426100 1.387744 -0.14 0.16 0.30
C -6.206847 -0.587613 1.215866 0.08 0.08 -0.09
C -5.989942 -1.076126 -0.212096 0.13 0.00 0.05
C -4.468512 -1.174041 -0.280156 -0.15 -0.46 -0.19
C -1.852779 0.177940 -0.550985 0.14 0.30 -0.03
C -1.678509 -1.199281 -1.051170 0.18 -0.23 -0.22
O -1.329382 -1.514988 -2.157671 -0.03 0.02 0.16
O -1.793903 -2.107371 -0.036630 -0.01 0.18 0.22
C -1.359091 -3.422249 -0.336164 0.00 -0.45 -0.41
C 0.163577 -3.579911 -0.251057 -0.45 0.23 0.04
O 0.730355 -4.553613 -0.679077 0.04 -0.22 -0.10
N 0.772174 -2.531086 0.366633 -0.11 0.56 0.30
C 2.128841 -2.355299 0.522294 1.02 0.14 0.16
C 3.198220 -3.173945 0.078328 0.36 0.32 0.18
C 4.308471 -2.498060 0.495770 -0.63 -0.41 -0.27
C 5.756096 -2.781386 0.360585 -0.07 0.23 0.13
O 3.934341 -1.376900 1.135325 0.79 -0.28 -0.13
N 2.579620 -1.291151 1.147979 -1.29 -0.07 0.03
C -0.798938 1.026349 -0.890165 -0.19 -0.14 -0.03
H 3.954858 3.131750 1.687227 0.14 0.00 -0.02
H 2.532743 4.171706 1.816810 0.04 0.10 0.05
H 2.898248 3.004678 3.101727 0.05 0.02 0.15
H 1.042847 2.204162 1.676762 0.10 -0.19 0.13
H 2.441325 1.132521 1.490374 -0.16 0.08 -0.10
H 2.271309 0.407948 -0.780854 0.02 0.12 -0.06
H 2.344057 1.701180 -2.011922 0.12 -0.21 0.01
H 4.496372 1.083763 0.072513 0.11 -0.04 0.10
H 4.587471 0.746472 -1.660523 0.08 -0.10 -0.04
H 4.553651 2.419887 -1.086794 0.08 0.11 -0.03
H -1.434720 3.614274 1.145187 -0.05 0.10 0.11
H -3.377398 2.219246 1.691079 -0.10 0.03 0.04
H -5.398993 1.415974 1.039235 0.04 0.01 0.07
H -4.752291 0.508378 2.428003 -0.05 0.10 -0.03
H -6.083733 -1.414272 1.916070 -0.01 -0.02 0.04
H -7.186180 -0.140978 1.370700 -0.01 0.00 0.07
H -6.353396 -0.334301 -0.923824 -0.02 0.02 -0.04
H -6.475388 -2.027278 -0.417101 -0.01 -0.02 -0.06
H -4.135032 -2.133741 0.131897 -0.06 0.06 -0.16
H -4.082347 -1.078141 -1.298432 -0.04 -0.02 0.02
H -1.826797 -4.085830 0.394957 0.08 0.09 -0.06
H -1.667681 -3.712187 -1.346360 0.12 -0.01 0.22
H 0.199360 -1.786785 0.744602 -0.03 -0.14 -0.08
H 3.121256 -4.095292 -0.455330 0.07 -0.20 -0.11
H 5.898912 -3.720729 -0.163673 0.02 -0.03 -0.02
H 6.242966 -1.979358 -0.191984 0.07 0.00 -0.05
H 6.219783 -2.839476 1.343890 0.07 -0.05 0.03
H -0.071296 0.692039 -1.612526 0.09 -0.14 -0.11
```
Forces are in eV/Å.

## Properties
HOMO energy: -8.3 eV
ΔE to the lowest compared entry with this formula, charge and spin: 2.3 kcal/mol
multiplicity: 1
SMILES: CCN(CC)S(=O)(=O)c1ccc(N2CCCC2)c(C(=O)OCC(=O)Nc2cc(C)on2)c1
orbital gap: 0.3196 Eh

| no. | LUMO (eV) |
| --- | --- |
| 1 | -3.578 |
| 2 | -3.951 |
| 3 | 0.425 |